No. 1
Formula: C58H61BN10O3PW
Source: the OMol25 dataset
Level of theory: wB97M-V/def2-TZVPD

XYZ file:
```
135
Properties=species:S:1:pos:R:3
W 0.012 0.008 -0.040
C 1.127 -2.678 2.142
C 2.057 -1.515 2.022
C 3.357 -1.433 2.521
C 3.811 -0.184 2.146
N 2.827 0.444 1.496
N 1.751 -0.367 1.397
B 2.704 1.842 0.842
N 2.621 1.650 -0.680
C 3.428 2.121 -1.639
C 2.926 1.746 -2.863
C 1.781 1.012 -2.583
C 0.881 0.398 -3.593
N 1.595 0.942 -1.256
N 1.344 2.448 1.302
C 1.204 3.574 2.008
C -0.138 3.853 2.123
C -0.789 2.832 1.440
C -2.263 2.767 1.243
N 0.120 1.965 0.948
N 3.796 2.763 1.309
C 4.396 2.831 2.530
C 5.029 4.038 2.626
C 4.749 4.691 1.404
C 5.181 6.052 0.963
N 3.997 3.933 0.629
H 1.140 -3.061 3.162
H 0.102 -2.420 1.879
H 1.438 -3.485 1.476
H 3.891 -2.182 3.081
H 4.772 0.282 2.289
H 4.275 2.727 -1.378
H 3.333 1.968 -3.834
H 0.392 1.178 -4.181
H 1.459 -0.238 -4.263
H 0.108 -0.201 -3.129
H 2.068 4.117 2.352
H -0.593 4.699 2.608
H -2.617 3.738 0.892
H -2.560 2.027 0.509
H -2.747 2.566 2.199
H 4.304 2.045 3.262
H 5.614 4.404 3.453
H 6.009 6.410 1.572
H 5.498 6.038 -0.079
H 4.363 6.768 1.053
C -4.485 -5.010 0.924
C -3.701 -4.213 1.738
C -2.929 -3.196 1.185
C -2.941 -2.951 -0.182
C -3.687 -3.810 -1.000
C -4.465 -4.813 -0.453
P -1.863 -1.730 -1.034
C -0.897 -2.934 -2.008
C -0.408 -3.919 -1.227
C 0.833 -4.686 -1.446
C 1.649 -3.989 -3.345
C 0.658 -3.069 -3.953
C -0.449 -2.605 -3.352
C -2.868 -0.661 -2.062
C -4.015 -1.068 -2.704
C -4.747 -0.183 -3.510
C -4.300 1.098 -3.665
C -3.134 1.557 -3.009
C -2.710 2.893 -3.194
C -1.595 3.336 -2.552
C -0.888 2.478 -1.688
C -1.245 1.164 -1.437
C -2.398 0.684 -2.159
H -5.093 -5.795 1.352
H -3.688 -4.358 2.809
H -2.291 -2.634 1.851
H -3.631 -3.731 -2.078
H -5.043 -5.455 -1.104
H -0.848 -4.056 -0.247
H 1.046 -5.347 -0.608
H 2.522 -4.113 -3.979
H 0.854 -2.751 -4.970
H -1.070 -1.912 -3.909
H -4.391 -2.074 -2.584
H -5.647 -0.522 -4.003
H -4.841 1.794 -4.296
H -3.280 3.539 -3.850
H -1.245 4.351 -2.691
H -0.016 2.902 -1.210
C 3.960 -7.790 -2.416
C 3.192 -6.504 -2.312
C 3.796 -5.425 -1.637
C 3.316 -4.148 -1.409
C 4.212 -3.223 -0.661
C 1.974 -3.666 -1.831
C 0.959 -5.352 -2.869
C -0.320 -5.814 -3.542
C 1.926 -6.453 -2.869
C 1.837 -2.148 -1.526
O 2.589 -1.447 -2.166
O 0.971 -1.786 -0.623
H 5.030 -7.628 -2.311
H 3.771 -8.286 -3.368
H 3.647 -8.474 -1.623
H 4.792 -5.621 -1.255
H 5.104 -3.730 -0.302
H 3.684 -2.772 0.185
H 4.490 -2.384 -1.304
H -1.078 -5.041 -3.587
H -0.733 -6.662 -2.991
H -0.110 -6.146 -4.561
H 1.603 -7.357 -3.377
C -5.469 1.059 -0.317
C -5.576 1.198 1.196
N -5.854 -0.054 1.889
C -7.205 -0.621 1.780
C -7.273 -1.811 0.836
C -4.968 -0.735 2.634
O -5.246 -1.746 3.266
C -3.534 -0.271 2.757
C -2.999 -0.094 4.024
C -1.635 0.109 4.147
C -0.839 0.048 3.022
N -1.334 -0.181 1.789
C -2.670 -0.273 1.679
H -5.159 2.005 -0.764
H -6.427 0.782 -0.758
H -4.743 0.292 -0.600
H -6.381 1.892 1.446
H -4.668 1.623 1.614
H -7.857 0.184 1.440
H -7.527 -0.914 2.779
H -6.896 -1.554 -0.155
H -8.308 -2.138 0.729
H -6.690 -2.644 1.226
H -3.645 -0.134 4.893
H -1.174 0.291 5.108
H 0.225 0.193 3.093
H -3.070 -0.380 0.679
```

As for the HOMO energy (alpha / beta): -0.4457 / -0.4611 Eh. As for the net charge: +2. As for the spin multiplicity: 4. The expectation value of S² is 3.792. For the orbital gap (alpha / beta), the calculation gives 6.8 / 4.7 eV.

Results of the Löwdin charge analysis, in e, for atoms 1 through 6: 1.646, -0.014, -0.339, -0.001, -0.033, 0.049


No. 2
Formula: C58H73MoNOP2S3Si
Source: the OMol25 dataset
Level of theory: wB97M-V/def2-TZVPD

XYZ file:
```
140
Properties=species:S:1:pos:R:3
Mo -1.162 0.320 -0.185
C 0.657 1.228 3.154
Si 0.313 -0.091 1.809
C -1.107 -1.139 2.644
C -1.422 -1.048 4.001
C -2.436 -1.805 4.566
C -3.173 -2.678 3.778
C -2.893 -2.782 2.425
C -1.877 -2.014 1.855
P -1.392 -2.128 0.089
C -2.885 -2.927 -0.734
C -3.174 -2.281 -2.099
C -2.228 -2.804 -3.174
C -2.363 -4.319 -3.316
C -2.081 -5.012 -1.982
C -2.955 -4.452 -0.858
C 0.069 -3.273 0.326
C -0.155 -4.652 0.944
C 1.180 -5.118 1.550
C 2.387 -4.701 0.684
C 1.971 -4.516 -0.775
C 0.997 -3.339 -0.900
C 1.912 -1.130 2.119
C 1.963 -1.949 3.252
C 3.145 -2.519 3.692
C 4.330 -2.234 3.028
C 4.304 -1.432 1.900
C 3.106 -0.905 1.411
P 3.035 0.042 -0.172
C 4.098 -1.045 -1.303
C 5.610 -0.802 -1.348
C 6.291 -1.866 -2.214
C 5.750 -1.831 -3.641
C 4.232 -2.000 -3.644
C 3.556 -0.970 -2.737
C 4.152 1.494 0.208
C 3.579 2.240 1.416
C 4.473 3.416 1.832
C 5.088 4.134 0.616
C 4.234 3.913 -0.628
C 4.238 2.429 -1.021
H 1.253 0.826 3.976
H -0.273 1.623 3.556
H 1.213 2.066 2.731
H -0.854 -0.376 4.634
H -2.650 -1.717 5.625
H -3.958 -3.283 4.214
H -3.475 -3.471 1.826
H -3.684 -2.599 -0.062
H -3.081 -1.199 -2.020
H -4.208 -2.508 -2.381
H -1.205 -2.545 -2.875
H -2.425 -2.306 -4.125
H -1.675 -4.691 -4.080
H -3.379 -4.558 -3.646
H -1.028 -4.878 -1.733
H -2.261 -6.087 -2.069
H -2.702 -4.936 0.087
H -3.998 -4.705 -1.078
H 0.601 -2.694 1.086
H -0.487 -5.368 0.191
H -0.915 -4.610 1.725
H 1.157 -6.203 1.668
H 1.292 -4.686 2.548
H 3.177 -5.450 0.758
H 2.801 -3.757 1.056
H 1.501 -5.438 -1.132
H 2.847 -4.343 -1.404
H 0.434 -3.424 -1.830
H 1.549 -2.396 -0.946
H 1.051 -2.146 3.806
H 3.145 -3.159 4.566
H 5.272 -2.633 3.384
H 5.242 -1.202 1.414
H 3.923 -2.062 -0.928
H 6.052 -0.815 -0.354
H 5.804 0.183 -1.782
H 6.109 -2.854 -1.778
H 7.372 -1.703 -2.219
H 6.217 -2.615 -4.243
H 6.011 -0.872 -4.101
H 3.984 -3.005 -3.287
H 3.843 -1.912 -4.661
H 2.477 -1.131 -2.742
H 3.733 0.036 -3.135
H 5.151 1.135 0.476
H 3.469 1.553 2.256
H 2.578 2.608 1.169
H 5.271 3.057 2.486
H 3.870 4.115 2.417
H 6.095 3.752 0.423
H 5.186 5.202 0.821
H 4.619 4.511 -1.457
H 3.212 4.249 -0.432
H 5.156 2.220 -1.576
H 3.400 2.234 -1.701
O -1.615 2.058 0.609
C -1.493 3.419 0.336
C -2.899 4.022 0.282
C -4.073 3.343 0.360
C -5.214 4.191 0.344
C -4.884 5.505 0.274
S -3.181 5.730 0.247
C -0.730 4.156 1.433
C 0.490 4.757 1.391
C 0.860 5.349 2.630
C -0.093 5.198 3.585
S -1.457 4.344 2.989
C -0.738 3.565 -0.989
C 0.378 2.862 -1.341
C 0.846 3.163 -2.647
C 0.086 4.102 -3.265
S -1.209 4.624 -2.271
H -4.115 2.266 0.437
H -6.232 3.828 0.377
H -5.534 6.364 0.253
H 1.113 4.780 0.507
H 1.785 5.885 2.791
H -0.076 5.537 4.608
H 0.854 2.135 -0.693
H 1.718 2.706 -3.096
H 0.198 4.519 -4.254
C 0.848 -0.181 -3.603
C -0.417 0.421 -4.144
C -0.577 0.643 -5.501
C -1.738 1.216 -5.997
C -2.749 1.590 -5.127
C -2.632 1.385 -3.760
C -3.729 1.832 -2.835
C -1.460 0.768 -3.256
N -1.349 0.500 -1.919
H 1.706 0.111 -4.210
H 0.788 -1.274 -3.622
H 1.012 0.126 -2.571
H 0.221 0.367 -6.181
H -1.847 1.379 -7.062
H -3.653 2.048 -5.512
H -4.711 1.563 -3.226
H -3.704 2.917 -2.717
H -3.597 1.391 -1.852
```

As for the HOMO energy (alpha / beta): -0.2556 / -0.2718 Eh. As for the spin multiplicity: 3. As for the energy above the lowest of the compared OMol25 structures with the same formula, charge and spin: 0.00 kcal/mol. The expectation value of S² is 2.055. For the orbital gap (alpha / beta), the calculation gives 6.9 / 7.1 eV.

Results of the Löwdin charge analysis, in e, for atoms 1 through 6: 1.223, -0.204, 0.557, -0.305, -0.098, -0.075


Number 1: E -3452.975302 hartree. Number 2: E -4618.887083 hartree.